Record 1
Entry from the Open Molecules 2025 dataset: C12H28ClN4O4Zn as an isolated structure (ωB97M-V/def2-TZVPD).

Geometry as XYZ:
```
50
Properties=species:S:1:pos:R:3:nbo_charge:R:1
Zn 1.1712 0.3654 1.7344 1.72
Cl 0.7826 -1.4125 0.1724 -0.85
C -0.7172 4.2179 1.1161 -0.70
C -0.8424 2.7668 0.7688 0.71
O -0.0017 1.9272 1.1326 -0.80
N -1.9602 2.3875 0.1567 -0.56
C -2.3368 1.0420 -0.2065 -0.44
H 0.3030 4.4921 0.8350 0.25
H -0.8248 4.4050 2.1808 0.25
H -1.4106 4.8268 0.5414 0.23
H -2.5968 3.0987 -0.1656 0.41
H -2.2037 0.9014 -1.2793 0.21
H -3.3897 0.8260 -0.0183 0.22
H -1.7618 0.2957 0.3359 0.24
C 4.0188 2.6470 -0.5253 -0.72
C 3.1725 1.4383 -0.2776 0.73
O 2.5910 1.3510 0.8289 -0.81
N 3.0089 0.5255 -1.2215 -0.57
C 3.1652 0.7554 -2.6596 -0.43
H 3.4045 3.4466 -0.9401 0.25
H 4.8849 2.4784 -1.1654 0.24
H 4.4591 2.9795 0.4131 0.26
H 2.6941 -0.4059 -0.9896 0.45
H 2.8377 -0.1749 -3.1289 0.23
H 4.1911 0.8919 -2.9935 0.22
H 2.4572 1.4984 -3.0193 0.21
C -2.1585 -1.7814 -3.2412 -0.71
C -1.3122 -3.0068 -3.4729 0.66
O -1.7633 -3.9220 -4.1301 -0.62
N -0.0849 -3.0492 -2.9010 -0.63
C 0.9187 -4.0531 -3.2348 -0.41
H -1.8281 -0.9301 -3.8461 0.22
H -2.0785 -1.3744 -2.2311 0.20
H -3.1740 -2.0376 -3.5209 0.25
H 0.1833 -2.3699 -2.2086 0.40
H 1.5912 -3.6482 -3.9963 0.19
H 0.4835 -5.0116 -3.4860 0.24
H 1.5397 -4.1107 -2.3348 0.20
C -1.2092 0.4990 5.0587 -0.71
C -1.0675 -0.4425 3.9112 0.71
O -0.3542 -0.1541 2.9251 -0.82
N -1.7881 -1.5471 3.8854 -0.54
C -1.7136 -2.5790 2.8469 -0.44
H -2.1306 0.4170 5.6321 0.24
H -1.1489 1.5037 4.6439 0.25
H -0.3936 0.3413 5.7671 0.26
H -2.4411 -1.7912 4.6103 0.42
H -0.7949 -2.6033 2.2656 0.25
H -2.4900 -2.3823 2.1037 0.21
H -1.8813 -3.5376 3.3285 0.22
```

For the molar mass, the calculation gives 393.22 g mol⁻¹. The energy above the lowest of the compared OMol25 structures with the same formula, charge and spin comes out at 0.000 eV. The value obtained for the HOMO-LUMO gap is 8.16 eV. Its total charge is +1. The highest occupied orbital energy is -11.09 eV. The calculation puts the electronic energy at -3233.4770 Eh. The spin multiplicity is 1. The calculation puts the LUMO energy at -2.92 eV.

Record 2
Entry from the Open Molecules 2025 dataset: C12H28IO3P2Pd as an isolated structure (ωB97M-V/def2-TZVPD).

Geometry as XYZ:
```
47
Properties=species:S:1:pos:R:3:nbo_charge:R:1
C 0.1121 -0.6677 -2.8525 -0.75
C 0.1410 0.4248 -1.8285 0.55
H 0.1392 -0.1930 -3.8365 0.31
H -0.8117 -1.2412 -2.7740 0.28
H 0.9371 -1.3824 -2.8010 0.29
O 0.1963 1.6150 -2.0955 -0.29
I 0.7348 -1.3032 2.3302 0.45
Pd -0.6266 0.2867 0.2165 0.41
P 2.2063 -0.2237 0.0348 1.05
C 3.1866 1.2283 0.5653 -0.95
C 3.1047 -1.5452 1.0133 -0.96
H 4.1517 -1.6283 0.7147 0.33
H 4.1423 -0.5012 -1.3805 0.30
H 2.5614 -2.4921 0.8492 0.26
H 2.7871 -1.5095 -1.9359 0.26
H 2.9982 1.4358 1.6251 0.27
H 3.0401 -1.2727 2.0942 0.25
C 3.0639 -0.5234 -1.5572 -0.93
H 4.2543 1.0146 0.4016 0.29
H 2.7948 0.2474 -2.2791 0.26
H 2.8655 2.0915 -0.0292 0.29
P -2.7077 -0.1653 -0.1187 1.29
C -3.4607 1.4388 0.1138 -0.99
C -3.2363 -0.7435 -1.7466 -0.97
H -2.6959 -2.2918 1.0163 0.28
H -4.3450 -1.5399 0.9726 0.31
H -3.0774 -0.9554 2.1294 0.27
C -3.2777 -1.3702 1.1373 -0.95
H -2.8395 -1.7437 -1.9303 0.27
H -4.3257 -0.7505 -1.6886 0.30
H -4.4603 1.3820 -0.3370 0.31
H -2.8481 2.2062 -0.3886 0.29
H -2.8924 -0.0430 -2.5102 0.27
H -3.5228 1.6539 1.1881 0.29
C -0.2344 2.1217 1.0332 0.52
O 0.7308 2.8294 0.8043 -0.43
C 0.4481 3.0381 3.6297 -0.67
C -0.8855 2.4021 3.4004 0.13
C -2.1241 3.0834 3.9457 -0.63
O -1.2262 2.4498 1.9148 -0.51
H 0.5690 3.9152 2.9795 0.26
H 1.2479 2.3210 3.4002 0.20
H 0.5843 3.3241 4.6760 0.28
H -0.8559 1.3650 3.7353 0.18
H -2.3101 4.0199 3.4091 0.25
H -2.9883 2.4284 3.7638 0.22
H -2.0568 3.2675 5.0209 0.27
```

For the molar mass, the calculation gives 515.63 g mol⁻¹. The value obtained for the HOMO-LUMO gap (alpha / beta) is 6.00 / 5.55 eV. Its expectation value of S² is 6.052. Its total charge is +3. The highest occupied orbital energy (alpha / beta) is -18.37 / -20.02 eV. The calculation puts the electronic energy at -1806.7426 Eh. The spin multiplicity is 5. The calculation puts the LUMO energy (alpha / beta) at -12.37 / -14.47 eV.

Record 3
Entry from the Open Molecules 2025 dataset: C12H28InO5S2 as an isolated structure (ωB97M-V/def2-TZVPD).

Geometry as XYZ:
```
48
Properties=species:S:1:pos:R:3:mulliken_charge:R:1
C 6.1161 -1.3514 0.8813 -1.22
C 5.0818 -0.6254 0.0355 -0.03
O 4.4951 0.3836 0.8187 -0.31
C 3.7352 1.3191 0.0483 -0.56
C 2.5990 0.7257 -0.7653 -0.75
In 1.2590 -0.6476 0.3712 0.76
H 6.8913 -1.8065 0.2607 0.35
H 6.5911 -0.6439 1.5628 0.30
H 5.6530 -2.1384 1.4776 0.25
H 4.3121 -1.3269 -0.3033 0.14
H 5.5521 -0.1855 -0.8595 0.29
H 3.3324 2.0121 0.7918 0.26
H 4.4571 1.8825 -0.5741 0.36
H 1.9846 1.5618 -1.1132 0.15
H 2.9802 0.2396 -1.6701 0.31
H 2.2030 -2.0252 0.9960 -0.41
H 0.5328 0.2781 1.7017 -0.40
H 0.0375 -1.2883 -0.7607 -0.43
C -1.7671 4.9524 -0.6325 -0.55
C -2.8069 4.6447 -1.7224 -0.61
C -2.1095 3.8040 -2.7982 -0.71
S -0.7952 2.9057 -1.9383 1.17
O 0.4588 3.3896 -2.4587 -0.67
O -1.1073 1.5072 -1.9142 -0.63
C -1.0695 3.6325 -0.3262 -0.69
H -2.2301 5.3713 0.2604 0.35
H -1.0392 5.6769 -1.0048 0.29
H -3.6274 4.0730 -1.2840 0.30
H -3.2298 5.5549 -2.1475 0.31
H -2.7576 3.0690 -3.2684 0.33
H -1.6236 4.4149 -3.5561 0.33
H -0.1038 3.7179 0.1664 0.35
H -1.7027 2.9409 0.2289 0.39
C -3.6160 -4.7462 1.0707 -0.56
C -2.7116 -4.0589 0.0364 -0.66
C -2.3917 -2.6583 0.5595 0.32
S -2.4362 -2.7774 2.3513 1.12
O -3.5251 -1.9686 2.8539 -0.69
O -1.1183 -2.6538 2.9043 -0.60
C -2.9605 -4.4993 2.4233 -0.73
H -3.7305 -5.8122 0.8710 0.33
H -4.6102 -4.2929 1.0563 0.29
H -1.7866 -4.6275 -0.0794 0.29
H -3.1885 -4.0057 -0.9417 0.34
H -1.4080 -2.2768 0.2789 -0.53
H -3.1464 -1.9250 0.2801 0.35
H -3.6154 -4.6189 3.2831 0.39
H -2.0575 -5.0968 2.5487 0.33
```

For the molar mass, the calculation gives 431.30 g mol⁻¹. The value obtained for the HOMO-LUMO gap is 6.60 eV. Its total charge is -1. The highest occupied orbital energy is -4.23 eV. The calculation puts the electronic energy at -1836.6357 Eh. The spin multiplicity is 1. The calculation puts the LUMO energy at 2.37 eV.